1.
# C4H7NO2

C4H7NO2 in the gas phase (the ωB97M-V functional and the def2-TZVPD basis, the OMol25 dataset).

Last column: Mulliken charge in e.
Positions of all 14 atoms, in Å:
O (0.0223, -1.0487, 0.2009)  -0.3597
O (2.9153, 1.0136, 0.0699)  -0.5115
N (-0.1231, 1.1860, -0.0185)  -0.6373
C (-2.1859, -0.1694, -0.1925)  -1.0077
C (1.3710, -0.7584, 0.5636)  -0.3378
C (-0.7145, 0.0649, -0.0017)  0.7823
C (2.0383, 0.2878, -0.3317)  0.1316
H (1.9086, -1.7081, 0.4736)  0.2874
H (-2.6218, -0.7236, 0.6442)  0.2744
H (-2.6693, 0.8090, -0.2552)  0.3461
H (-0.7272, 1.9658, -0.2445)  0.1868
H (-2.3931, -0.7229, -1.1130)  0.2690
H (1.7509, 0.2360, -1.4042)  0.3246
H (1.4334, -0.4049, 1.5996)  0.2519

Values from the calculation:
Calculated total energy: -361.8253 hartree
HOMO-LUMO gap: 10.20 eV
Net charge: 0
Relative energy (zero: lowest compared OMol25 entry of this formula, charge and spin): 145.9 kJ/mol
HOMO energy: -9.408 eV
Lowest unoccupied orbital energy: 0.793 eV
Structure (SMILES): [H]/N=C(\C)OCC=O


2.
# C32H33Cl2N4O2PRe

A molecular structure, C32H33Cl2N4O2PRe at a distorted geometry (the ωB97M-V functional and the def2-TZVPD basis, the OMol25 dataset).

Last column: Mulliken spin population.
Positions of all 75 atoms, in Å:
Re (0.5005, 0.4433, -1.2647)  1.2318
Cl (3.2593, 5.8831, 1.8609)  -0.0111
Cl (0.2639, 6.7147, 1.4760)  -0.0093
P (-0.3272, -0.9089, 0.8026)  0.1674
O (-2.1651, 3.5930, -1.4270)  0.0053
O (4.3383, 1.7545, -0.5496)  0.0043
N (2.0443, 1.4796, -0.5149)  -0.1153
N (2.2173, -0.7512, -1.9266)  -0.0533
N (-1.2685, 0.3370, -2.5315)  -0.0471
N (-0.3818, 2.2056, -0.9097)  -0.0676
C (2.6050, 3.5826, 0.6583)  0.0234
C (3.4894, -2.4641, -3.0241)  -0.0120
C (-3.5754, 0.6548, -4.0897)  0.0197
C (1.0025, -2.1867, 3.0575)  -0.0015
C (0.8080, 5.1920, 0.9438)  -0.0278
C (2.1587, 4.8141, 1.1240)  -0.0339
C (-1.6334, -0.0273, 1.7350)  -0.0424
C (-0.3134, -3.3102, -0.6253)  0.0295
C (-2.3839, 0.9699, 1.1206)  0.0179
C (-2.0226, 1.4562, -2.4583)  0.0322
C (-1.6281, -0.5808, -3.4379)  0.0332
C (-3.1727, 1.6462, -3.2095)  -0.0078
C (-2.7647, -0.4628, -4.2224)  -0.0123
C (-3.3526, 1.6715, 1.8142)  0.0032
C (1.7301, 2.7142, 0.0151)  -0.1408
C (2.2936, -1.8779, -2.6413)  0.0397
C (1.1526, -1.0827, 2.0093)  -0.0397
C (-0.0712, 4.3385, 0.2900)  0.0211
C (-2.9513, 0.3047, 3.7319)  0.0006
C (4.6831, -1.8441, -2.6927)  0.0174
C (2.4444, -1.3756, 1.2370)  -0.0094
C (-2.4756, -2.0707, -0.4246)  -0.0017
C (-1.6411, -3.3842, 1.4976)  0.0041
C (1.2669, 0.2889, 2.6825)  0.0051
C (4.6250, -0.6477, -1.9957)  -0.0069
C (0.3634, 3.1093, -0.1894)  -0.0537
C (-1.2152, -2.5227, 0.3158)  -0.0275
C (3.3873, -0.1474, -1.6174)  0.0505
C (-3.6416, 1.3410, 3.1274)  -0.0007
C (-1.9451, -0.3617, 3.0544)  -0.0047
C (-1.5582, 2.5540, -1.5366)  0.0225
C (3.3390, 1.1347, -0.8294)  -0.0025
H (-3.8756, 2.4756, 1.3226)  -0.0002
H (-3.1832, 0.0146, 4.7450)  -0.0001
H (5.5135, -0.0970, -1.7192)  0.0009
H (3.1911, -1.7774, 1.9216)  0.0007
H (1.1931, -3.1638, 2.6235)  0.0001
H (2.2917, -2.1069, 0.4440)  0.0055
H (3.4783, -3.3892, -3.5783)  -0.0001
H (2.8556, -0.4652, 0.8182)  0.0036
H (1.2456, 1.0877, 1.9406)  -0.0017
H (-3.1686, -1.5670, 0.2459)  -0.0006
H (-1.0911, 4.6507, 0.1380)  0.0020
H (-3.0110, -1.2497, -4.9154)  0.0002
H (3.6469, 3.3257, 0.7761)  0.0014
H (-2.9845, -2.9332, -0.8505)  0.0006
H (5.6330, -2.2781, -2.9660)  0.0000
H (0.4568, 0.4669, 3.3849)  0.0002
H (-1.4205, -1.1404, 3.5787)  0.0006
H (-0.8501, -4.1641, -1.0334)  0.0005
H (-3.7216, 2.5685, -3.0894)  0.0007
H (-0.0116, -2.6664, -1.4490)  -0.0081
H (1.7569, -2.0139, 3.8263)  0.0007
H (1.3629, -2.3534, -2.9132)  0.0038
H (-0.9870, -1.4466, -3.5337)  0.0016
H (-4.4844, 0.7554, -4.6613)  0.0000
H (-2.2555, -4.1971, 1.1123)  -0.0011
H (-2.2526, -2.8281, 2.2015)  0.0005
H (-0.8028, -3.8342, 2.0155)  0.0004
H (0.0386, -2.2057, 3.5506)  0.0001
H (-2.2242, -1.3932, -1.2347)  0.0048
H (0.5719, -3.6800, -0.1141)  0.0002
H (2.2110, 0.3549, 3.2213)  0.0002
H (-2.2098, 1.1919, 0.0825)  -0.0174
H (-4.3972, 1.8820, 3.6739)  0.0000

Values from the calculation:
Calculated total energy: -2948.2366 hartree
HOMO-LUMO gap (alpha / beta): 4.94 / 5.95 eV
Net charge: +2
HOMO energy (alpha / beta): -13.402 / -13.541 eV
Multiplicity: 2
Lowest unoccupied orbital energy (alpha / beta): -8.461 / -7.594 eV
⟨S²⟩: 1.11


3.
# C23H36F7N3O23

11 unconnected molecules or ions with the total composition C23H36F7N3O23 at a distorted geometry (the ωB97M-V functional and the def2-TZVPD basis, the OMol25 dataset).

Last column: Mulliken charge in e.
Positions of all 92 atoms, in Å:
F (-2.7309, -3.8489, -4.8244)  -0.2793
F (-2.5470, -4.8984, 0.0709)  -0.3541
F (2.4155, 3.5164, -2.7933)  -0.3368
F (2.1783, 4.2427, 1.4660)  -0.3719
F (6.1392, 1.4859, -2.9984)  -0.2921
F (-3.8031, -1.6238, 3.6491)  -0.2843
F (-3.2390, 3.1875, 0.6748)  -0.3427
O (2.3064, 2.4615, 2.8163)  -0.5206
O (1.3429, -0.5224, 1.7168)  0.6533
O (-2.7397, -0.2524, 5.1384)  -0.3827
O (-0.7355, -0.6130, 6.1303)  -0.5368
O (3.9830, 1.3148, -3.6667)  -0.2609
O (2.4841, 0.6887, -5.2059)  -0.4845
O (0.1781, 1.9711, 3.1088)  -0.1930
O (4.0883, -0.7295, -4.5130)  -0.3539
O (-1.1538, -3.7912, 3.9096)  -0.5045
O (-3.4221, -2.7238, -2.9168)  -0.2597
O (0.6722, 3.6117, -1.3936)  -0.1578
O (-1.4108, 4.0607, -0.7345)  -0.5026
O (-0.2378, -3.5878, 1.8439)  -0.3067
O (1.6715, 1.0793, 4.5064)  -0.5385
O (-2.3970, -4.0197, 2.0817)  -0.3467
O (-4.2459, -0.6435, 0.7366)  -0.4594
O (-0.9980, 3.3126, -2.8145)  -0.3472
O (-2.7117, -0.9965, -4.0305)  -0.2752
O (2.4851, 0.3699, 0.0334)  -0.8083
O (-3.0502, 1.0636, -0.1537)  0.2821
O (-0.9843, -0.6997, 3.8917)  0.4697
O (-5.2487, 1.1187, -0.2424)  -0.3794
O (-1.7717, -1.4503, -2.0333)  -0.3892
N (3.1187, -2.4991, -0.1670)  -0.0650
N (1.4961, -2.0193, 4.1640)  -0.0208
N (4.5286, 0.6876, 2.0557)  -0.1694
C (-2.5574, -1.7070, -2.8974)  0.4733
C (-1.2288, -3.8536, 2.7244)  0.5431
C (-1.9702, -0.2351, 2.9493)  0.4277
C (-0.7443, -3.4399, 0.5083)  0.4915
C (1.6256, 3.0287, 1.7227)  1.4414
C (-3.3715, 2.4144, -0.4501)  1.0079
C (-2.2312, -3.7188, 0.7003)  0.5796
C (3.4233, 0.4471, -4.5329)  0.6759
C (5.0400, 0.7141, -2.9455)  0.8849
C (1.2384, 2.9155, -2.4938)  0.9736
C (-4.8442, 2.3333, -0.8553)  -0.5609
C (-3.6812, -3.0443, -4.2739)  0.2513
C (1.3952, 1.8368, 3.6376)  0.4698
C (-3.6187, -1.6573, -4.8765)  -0.4531
C (-3.2028, -0.4055, 3.8357)  0.2851
C (-1.4084, -0.4702, 5.1652)  0.2490
C (-0.6603, 3.7742, -1.6189)  0.4863
C (0.1784, 3.0985, 2.2494)  -0.1426
C (-4.1825, 0.4060, 0.1929)  0.2682
C (0.1978, 3.1004, -3.5986)  -0.5538
C (0.1007, 0.5394, -0.0522)  1.5947
C (1.3973, 0.1249, 0.6318)  -0.2015
C (5.2550, -0.5833, -3.7320)  -0.4439
H (0.3849, 3.9833, -4.2115)  0.3427
H (1.7330, 2.4415, 0.8059)  -0.3629
H (0.0156, 3.9672, 2.8948)  0.3135
H (4.0334, -2.1225, -0.3982)  0.3752
H (2.5020, -1.7969, 0.2944)  -0.3278
H (2.6323, -3.0531, -0.8730)  0.3754
H (4.7549, 0.5516, -1.9028)  -0.2092
H (2.1739, -1.8463, 4.9029)  0.4383
H (4.2567, 1.6294, 2.3604)  0.3198
H (-0.5716, 3.1475, 1.4623)  -0.1907
H (0.5716, -1.5943, 4.3234)  0.0581
H (1.4587, 1.8721, -2.2560)  -0.1522
H (0.2651, 0.5809, -1.1308)  0.3987
H (5.3023, 0.7114, 1.3893)  0.4299
H (-1.8197, 0.8235, 2.7411)  -0.1218
H (-0.2289, -4.0614, -0.2176)  0.4125
H (5.3346, -1.5097, -3.1563)  0.2123
H (-2.0116, -0.9017, 2.0954)  -0.6449
H (-3.2195, -1.8252, -5.8795)  0.2929
H (0.0389, 2.2842, -4.2974)  0.2643
H (-2.5704, 2.7370, -1.1180)  -0.3328
H (1.3864, -3.0197, 3.9756)  0.4756
H (6.0751, -0.5108, -4.4510)  0.2875
H (-4.6193, -1.2516, -5.0272)  0.3207
H (1.8871, -1.6751, 3.2782)  0.0106
H (4.7703, 0.0912, 2.8452)  0.4021
H (3.2521, -3.1236, 0.6392)  0.4506
H (-4.8327, 2.3651, -1.9481)  0.3321
H (-4.0150, 0.3037, 3.6490)  0.3890
H (3.7599, 0.2180, 1.5314)  -0.1045
H (-4.6200, -3.5901, -4.3019)  0.2982
H (-0.1371, 1.5697, 0.2209)  -1.2438
H (-0.7391, -0.1368, 0.0733)  -1.0018
H (-2.9350, -2.9351, 0.4169)  0.0885
H (-0.6532, -2.3751, 0.2806)  -0.5810
H (-5.4272, 3.1806, -0.5084)  0.3562

Values from the calculation:
Calculated total energy: -3491.4476 hartree
HOMO-LUMO gap: 8.81 eV
Net charge: +2
Relative energy (zero: lowest compared OMol25 entry of this formula, charge and spin): 0.0 kJ/mol
HOMO energy: -15.593 eV
Lowest unoccupied orbital energy: -6.782 eV


4.
# C6H12O

C6H12O in the gas phase (the ωB97M-V functional and the def2-TZVPD basis, the OMol25 dataset).

Last column: Mulliken charge in e.
Positions of all 19 atoms, in Å:
O (-0.2314, -0.8196, -0.2934)  -0.3894
C (-0.0482, 0.9317, 1.4755)  0.2312
C (-1.0347, -0.1306, 1.9018)  -0.7598
C (-0.8572, 0.1754, 0.4535)  -0.0149
C (0.3544, -0.3588, -1.5034)  -0.3306
C (-0.4152, -0.9008, -2.6977)  -1.1628
C (1.4330, 0.6669, 1.6003)  -1.3549
H (-1.4556, -0.5602, -2.6766)  0.2781
H (-1.6548, 0.7083, -0.0699)  0.3491
H (1.6522, -0.3797, 1.3694)  0.2812
H (1.3944, -0.7080, -1.5238)  0.3164
H (1.7876, 0.8732, 2.6159)  0.3797
H (2.0084, 1.2897, 0.9050)  0.3038
H (-0.6198, -1.0817, 2.2268)  0.2282
H (-0.4215, -1.9948, -2.6784)  0.2797
H (0.0371, -0.5770, -3.6417)  0.3810
H (-0.3530, 1.9622, 1.6556)  0.3427
H (0.3804, 0.7400, -1.5145)  0.3804
H (-1.9561, 0.1639, 2.3957)  0.2610

Values from the calculation:
Calculated total energy: -311.0041 hartree
HOMO-LUMO gap: 10.37 eV
Net charge: 0
Relative energy (zero: lowest compared OMol25 entry of this formula, charge and spin): 144.8 kJ/mol
HOMO energy: -9.216 eV
Lowest unoccupied orbital energy: 1.155 eV
Structure (SMILES): CCO[C@H]1C[C@H]1C


5.
# C2H5N3O

C2H5N3O in the gas phase at a distorted geometry (the ωB97M-V functional and the def2-TZVPD basis, the OMol25 dataset).

Last column: Mulliken charge in e.
Positions of all 11 atoms, in Å:
O (0.5877, 1.1330, 1.1874)  -0.6651
N (-0.1364, -0.3794, -0.3580)  -0.2223
N (-2.2097, -0.0990, -1.3282)  -0.6362
N (1.9793, -0.4755, 0.7582)  -0.4114
C (-1.3303, 0.3131, -0.5152)  0.0558
C (0.7873, 0.1142, 0.5328)  0.6158
H (-3.0083, 0.5309, -1.3077)  0.2692
H (-0.0070, -1.2122, -0.9136)  0.2219
H (2.3142, 0.1927, 1.4517)  0.2667
H (2.3909, -1.3119, 0.3630)  0.1813
H (-1.3677, 1.1940, 0.1296)  0.3242

Values from the calculation:
Calculated total energy: -318.7344 hartree
HOMO-LUMO gap: 10.69 eV
Net charge: 0
Relative energy (zero: lowest compared OMol25 entry of this formula, charge and spin): 42.2 kJ/mol
HOMO energy: -9.912 eV
Lowest unoccupied orbital energy: 0.779 eV
Structure (SMILES): [H]/N=C/NC(N)=O


6.
# C42H33Cl3N6O9Tb

A molecular structure, C42H33Cl3N6O9Tb at a distorted geometry (the ωB97M-V functional and the def2-TZVPD basis, the OMol25 dataset).

Last column: Mulliken spin population.
Positions of all 94 atoms, in Å:
Tb (0.1711, 0.4549, 0.4848)  5.8905
Cl (2.7154, 4.1275, 0.3377)  -0.0001
Cl (5.0438, 2.4174, 0.5740)  -0.0001
Cl (-1.1549, 6.8525, 0.4009)  -0.0001
O (-1.7049, 1.2863, 1.5867)  0.0257
O (-0.4244, 5.0041, -3.7278)  0.0000
O (-0.7291, 6.8265, -2.5202)  0.0000
O (0.6928, 1.3211, -1.5539)  0.0071
O (-1.1783, -0.7751, 2.1140)  0.0022
O (-1.5138, -0.1236, -0.9835)  0.0277
O (2.7556, 0.3456, -0.2006)  0.0067
O (0.1901, 2.5730, -3.3233)  0.0004
O (1.8644, 1.6263, 1.3662)  0.0167
N (-4.3062, 1.6633, 1.1767)  0.0004
N (-0.3115, 3.1217, 0.1425)  0.0053
N (0.5384, -1.6782, -0.4897)  0.0109
N (-0.0660, -1.7833, -1.6878)  0.0027
N (-0.6848, 4.2250, 0.8046)  -0.0004
N (1.6990, -1.2788, 1.8368)  -0.0012
C (-4.4898, 0.6605, 2.0944)  -0.0017
C (1.5223, -2.4794, -0.2225)  -0.0007
C (-4.1927, 4.2119, 0.0437)  0.0000
C (-3.5998, -1.0426, 3.5654)  -0.0003
C (-0.1512, 3.3617, 3.0007)  0.0052
C (3.3138, -3.0003, 1.4374)  -0.0021
C (-0.5139, 4.8018, -1.3437)  -0.0002
C (-3.1751, -0.0333, -4.8382)  -0.0001
C (-2.0144, 0.1544, 2.0682)  -0.0099
C (-5.0788, 3.1513, -0.5439)  -0.0002
C (-1.3631, 4.0996, 4.9392)  0.0000
C (3.4466, 2.6060, -0.1357)  -0.0019
C (-5.1311, 1.8929, 0.0764)  0.0000
C (-4.8671, -1.3118, 4.0477)  -0.0001
C (-6.7125, 1.1418, -1.5671)  0.0000
C (-0.9254, 4.1942, 2.1980)  0.0002
C (2.0092, -3.5220, -1.1908)  -0.0002
C (-1.0517, -0.9008, -1.8649)  0.0074
C (3.9594, -2.6899, 2.6163)  0.0005
C (-5.7673, 0.3798, 2.5967)  0.0001
C (0.2464, 2.3498, -2.1046)  0.0059
C (-1.9350, 4.9629, 2.7684)  -0.0001
C (-1.6424, -1.7634, -5.4882)  0.0000
C (-2.6749, -0.8926, -5.8026)  0.0001
C (-3.3921, -0.0634, 2.6005)  -0.0015
C (-1.6165, -0.9157, -3.2379)  -0.0026
C (-0.2169, 3.4311, -1.1425)  0.0031
C (-5.7344, 4.6917, -2.4207)  0.0000
C (2.6025, 1.4180, 0.3783)  0.0071
C (-0.7992, 5.2636, -0.0627)  0.0010
C (2.3024, -1.0156, 2.9823)  0.0010
C (-6.6484, 2.3740, -2.1919)  0.0000
C (-0.3752, 3.3185, 4.3650)  0.0003
C (3.4445, -1.6767, 3.4129)  -0.0015
C (-0.5554, 5.6300, -2.5838)  0.0001
C (-5.9497, -0.5897, 3.5584)  0.0001
C (2.1881, -2.2600, 1.0513)  -0.0027
C (-1.1087, -1.7719, -4.2136)  0.0000
C (-5.8244, 3.3783, -1.6989)  -0.0001
C (-2.6486, -0.0420, -3.5608)  0.0005
C (-5.9464, 0.8908, -0.4470)  0.0003
C (-2.1403, 4.9144, 4.1358)  -0.0001
H (1.3610, -3.4907, -2.0621)  -0.0002
H (-5.0176, -2.0808, 4.7925)  0.0000
H (-4.5419, 5.2136, -0.1928)  0.0000
H (3.0265, -3.2976, -1.5070)  -0.0005
H (-3.0147, 0.6218, -2.7911)  -0.0008
H (-7.2227, 2.5489, -3.0913)  0.0000
H (-2.5699, 5.5859, 2.1618)  0.0000
H (-4.1543, 4.0982, 1.1255)  0.0000
H (-3.0819, -0.8758, -6.8044)  0.0000
H (-1.5205, 4.0759, 6.0074)  0.0000
H (-6.2182, 5.4870, -1.8509)  0.0000
H (-4.6929, 4.9669, -2.5719)  0.0000
H (0.2450, 2.6847, 4.9800)  0.0000
H (1.9828, -4.5212, -0.7585)  0.0000
H (-0.2942, -2.4291, -3.9527)  0.0000
H (1.8507, -0.2307, 3.5821)  0.0004
H (-2.7375, -1.5944, 3.9101)  0.0003
H (-3.9742, 0.6499, -5.0844)  0.0000
H (-0.2121, 4.0020, -3.6343)  -0.0002
H (-7.3451, 0.3652, -1.9723)  0.0000
H (3.5525, 2.5814, -1.2218)  0.0002
H (-6.9467, -0.7886, 3.9305)  0.0000
H (-6.2147, 4.6266, -3.3940)  0.0000
H (4.8430, -3.2382, 2.9199)  0.0001
H (-3.3176, 1.8898, 1.0509)  0.0019
H (-2.9154, 5.5216, 4.5770)  0.0000
H (3.6819, -3.7968, 0.8120)  -0.0004
H (-6.6063, 0.9500, 2.2203)  0.0000
H (-1.2535, -2.4312, -6.2454)  0.0000
H (-5.9336, -0.0920, 0.0025)  0.0000
H (3.9197, -1.3963, 4.3383)  -0.0001
H (-3.1816, 4.1114, -0.3482)  0.0001
H (0.6395, 2.7776, 2.5560)  -0.0020

Values from the calculation:
Calculated total energy: -4831.4593 hartree
HOMO-LUMO gap (alpha / beta): 7.40 / 7.42 eV
Net charge: -1
HOMO energy (alpha / beta): -5.412 / -5.411 eV
Multiplicity: 7
Lowest unoccupied orbital energy (alpha / beta): 1.984 / 2.008 eV
⟨S²⟩: 12.67